# 1
The following is a quantum chemistry calculation of C52H53IIrNPSi as an isolated structure in a non-equilibrium geometry, from OMol25.

As for the charge: 0. As for the spin multiplicity: 2. As for the total energy: -84374.2693 eV. The calculation puts the molar mass at 1070.2 g/mol. The highest occupied orbital energy (spin up / spin down) is -6.45 / -6.63 eV. The lowest unoccupied orbital energy (spin up / spin down) is -0.493 / -0.636 eV.

The geometry in XYZ format:
```
110
C52H53IIrNPSi, DFT the ωB97M-V functional and the def2-TZVPD basis
C 0.5078 3.6362 3.4974
C -3.4308 1.0412 1.1547
H -3.0960 5.3020 -0.0009
C -0.9126 2.9782 1.2344
C 1.3661 -0.3579 2.5595
C 3.0339 0.7409 1.0903
H 1.9161 2.1483 2.9084
H -3.9241 4.4766 -1.3246
H 0.4196 4.4071 -1.1701
H -3.6231 0.7534 -1.5898
H -1.2243 0.7342 -7.5352
H -0.4586 6.1303 4.3868
P -1.6508 2.5387 -0.3346
C -2.4611 -2.4424 -1.6324
C 4.7595 -0.9060 3.7968
C 4.9138 -1.9292 -0.4258
H 0.5519 -3.3400 -5.8827
H -3.8917 3.0223 0.4593
C 0.1731 -0.4561 -4.0784
C -1.2087 5.3587 4.2019
C 3.7392 -1.1405 2.6952
C -3.4057 2.1206 0.0767
C -4.7990 -2.7219 -2.2207
C 1.0085 -2.2073 -2.7036
C -1.4326 -4.0608 3.4702
C 2.3413 -0.9848 3.2072
C -4.4401 -3.5532 -3.2717
C 0.5110 -0.9238 -2.7522
H 2.5971 2.6027 0.1141
C 6.1365 -3.2731 1.2093
H -0.6145 2.4068 -5.7919
H -5.2033 -3.9815 -3.9089
C 3.8787 -2.4856 1.8877
C 0.2493 2.2415 1.5287
C 2.4971 -1.6884 -0.0800
C -0.4625 -0.9041 -6.4051
H -5.8421 -2.5019 -2.0314
C -0.3024 -4.1263 2.6702
H 0.6617 -3.4327 0.8878
H -2.2983 4.4916 1.8665
H -3.3955 -3.2233 3.7087
H -3.0088 1.3876 2.0978
C -0.6952 4.3058 3.2559
H -2.9441 5.9029 -1.6457
H -1.7505 3.8326 -2.3296
Ir -0.1161 0.1037 -1.0314
C -3.8180 -2.1753 -1.4073
C 6.0063 -2.6160 -0.0998
C 0.9812 2.6374 2.6716
C 1.5563 -0.8302 0.0221
H -4.1241 -1.5250 -0.5922
C -0.2350 -3.3898 1.4947
H -1.4761 4.9300 5.1704
H 3.6261 1.5132 -0.8167
H -2.0968 5.8466 3.7994
C -3.1023 -3.8315 -3.5040
H -3.3005 -1.9294 1.6355
H 0.5346 -4.7481 2.9624
C 1.1078 -3.0503 -3.8409
C 3.4060 1.8773 0.1964
H -4.4554 0.7026 1.3308
H -0.7669 -0.1728 2.3433
H 1.0907 3.9042 4.3733
H 5.2685 -3.7527 3.0553
C -0.7948 0.4035 -6.5987
H -2.8419 0.1774 0.8302
C -2.4475 -2.5375 1.9149
H -0.2488 -1.1969 3.6937
H 4.6876 0.1260 4.1480
H -4.1574 2.3858 -1.9682
C -1.3074 -2.5849 1.1050
C 0.5733 -2.6726 -5.0292
H -2.8168 -4.4824 -4.3210
N 0.6128 1.1924 0.7191
H 4.5773 -1.5650 4.6498
C -1.7569 4.1467 -1.2817
H 5.0175 0.0767 1.3590
C 5.1590 -3.2293 2.1110
H -1.3681 0.3564 -2.0352
C -4.1290 1.6309 -1.1803
H 4.8041 -1.4768 -1.4051
C -1.3787 3.9646 2.1015
H 1.3447 -2.6134 -1.7584
H -0.4730 5.8212 -1.7403
C -2.5086 -3.2696 3.0897
H 1.5454 -4.0351 -3.7250
I 0.7716 2.3136 -3.0713
C -2.1190 -3.2772 -2.6958
C 1.6492 0.2987 1.1924
H -5.1595 1.3519 -0.9468
H 6.8077 -2.7347 -0.8184
C -0.0087 0.9139 -4.3975
H 2.1215 -1.4785 4.1525
C -3.0070 4.9931 -1.0434
H 7.0439 -3.8271 1.4177
H -0.5876 -1.6276 -7.2021
Si -1.2380 -1.6317 -0.4846
H 5.7762 -1.0826 3.4435
C 0.0775 -1.3504 -5.1729
C 3.9822 -0.2576 1.4385
H -0.1339 0.5658 3.7941
C -0.0254 -0.2925 3.1280
C -0.4969 1.3498 -5.5950
H 3.0295 -3.1537 2.0544
H 4.3027 2.3841 0.5582
H -1.4769 -4.6263 4.3924
C -0.4980 4.9831 -1.0402
H -0.4811 5.3804 -0.0256
H -1.0845 -3.4971 -2.9077
C 3.7895 -1.7288 0.5378
```

# 2
The following is a quantum chemistry calculation of a 9-piece molecular cluster, C52H54BrFN8O2S overall in a non-equilibrium geometry, from OMol25.

As for the charge: 0. As for the total energy: -154400.1249 eV. The calculation puts the molar mass at 954.0 g/mol. The structure (SMILES) is O=C1C=C(F)C(=O)C(CCCBr)=C1CCCS.c1ccncc1.c1ccncc1.c1ccncc1.c1ccncc1.c1ccncc1.c1ccncc1.c1ccncc1.c1ccncc1. The highest occupied orbital energy is -8.86 eV. The lowest unoccupied orbital energy is -2.074 eV.

The geometry in XYZ format:
```
119
C52H54BrFN8O2S, DFT the ωB97M-V functional and the def2-TZVPD basis
S -2.3496 -4.7640 -5.0845
C -4.5257 -3.2143 -8.9321
H 2.2562 -5.9817 -5.0253
H 3.7769 5.7372 8.1062
H 5.4259 2.3672 6.0196
C 0.5653 -4.2016 -9.7778
H 4.0658 -5.3751 -2.0807
C 1.2854 0.7611 2.8790
C 0.3556 -0.0474 3.5242
H 0.1699 0.0512 4.5877
H -3.1544 4.0243 2.3521
C -6.3734 0.8709 2.0923
H -7.6957 -2.1779 -9.4507
H -3.0876 6.2752 3.4373
C -5.1679 2.1248 -0.0084
H -4.6501 2.6361 -0.8152
H -6.8016 1.4349 -1.2259
H 1.8434 1.5080 3.4361
C 0.7560 -0.3612 0.8447
C 2.8947 -5.2223 -2.2506
C -6.3604 1.4570 -0.2359
H 0.8793 -0.5201 -0.2230
C -0.6639 -5.5789 -4.7028
C 1.3984 2.0687 6.5017
H 1.2164 0.5455 9.5280
H -0.5908 -5.4268 -12.7025
H 0.3244 -5.8331 -6.7414
H -4.6778 1.6395 3.1809
C -6.8122 -2.8094 -9.4673
H 0.2330 -4.2708 -1.5533
C 0.5175 -4.4377 -11.1423
H 6.7100 1.8169 8.0926
O 1.8327 -1.8977 -6.3302
C 2.5342 7.5095 5.6517
C 3.0636 8.6318 7.6860
H 1.8261 1.9685 5.5106
H 2.6576 7.3506 4.5841
H 1.2249 -3.3462 -0.2041
H 3.0285 -5.1545 0.0671
H 2.5373 -6.1468 -2.8714
H -0.0357 -4.0180 -6.3840
H 1.9482 7.9219 9.3948
H 2.2410 0.2403 7.2684
H 0.4041 3.9381 6.0925
H -1.0641 -1.6439 3.2299
H -5.5613 -1.4041 -8.4046
C 5.8971 3.4946 9.1658
C -2.2462 4.3919 2.8162
H 6.4319 3.2919 10.0895
C 2.7248 -3.7695 -2.9877
H -2.0548 -5.8103 -8.6851
H -7.9067 0.2831 0.6979
C -6.8543 -4.0612 -10.0719
C 6.0496 2.6760 8.0584
C -6.9718 0.8180 0.8378
H 0.7142 6.2267 8.0370
N 0.0716 4.0180 3.3780
C 2.1339 7.8232 8.3313
H 2.2108 1.2176 0.9806
C 0.3584 -5.0193 -5.8687
C 4.4133 4.8583 8.0596
N -4.5640 2.1951 1.1978
C -1.4688 -5.7308 -10.7590
H -0.9532 7.0490 4.4835
H -2.2894 -6.3437 -11.1142
C 2.4234 -0.7618 -4.1242
C 3.0978 -2.3945 -2.1129
C 1.9323 -4.9243 -5.4061
H -6.8239 0.3824 2.9488
H 2.5544 -4.7368 -6.4078
C -1.0185 6.0789 4.0040
C 0.6085 3.1608 6.8231
N 0.0419 3.3475 8.0353
C 1.4477 6.8836 7.5786
C 2.1989 -5.3365 -0.7681
N -4.5365 -4.4351 -9.5101
C 2.8733 -0.8629 -2.6990
C -1.0942 3.6219 2.8218
O 3.6525 -2.4638 -0.8725
H -3.5765 -2.9184 -8.4943
C 3.2712 8.4742 6.3196
H -7.7625 -4.4288 -10.5360
H 2.2877 0.3227 -4.5883
C 0.8524 -4.4219 -0.5628
C 2.1458 -2.1323 -5.0312
H 3.6217 9.3787 8.2432
C -2.2041 5.6438 3.4208
H 1.3584 -3.6010 -9.3412
C 2.2867 -3.6764 -4.4061
C 0.2793 2.3987 8.9669
C -0.3305 -0.9871 2.7716
H -0.8683 -6.7461 -4.8481
H 3.9248 4.3661 6.0235
C 1.6260 1.1095 7.4828
C -0.5210 -5.2188 -11.6388
C -5.6266 -2.3742 -8.8841
F 3.1558 0.2889 -1.8120
H -2.4184 -3.7194 -4.1261
C -5.7023 -4.8312 -10.0663
C -5.1821 1.5667 2.2217
H -0.1891 2.5708 9.9319
N 5.0947 4.5808 9.1928
N 1.6263 6.7087 6.2509
C 4.4971 4.0979 6.9042
N -0.1519 -1.1620 1.4438
Br -0.3279 -5.0693 0.9704
H 1.2716 -4.0236 -11.8018
C 5.3333 2.9865 6.9070
C 0.0824 5.2388 3.9559
H 3.9890 9.0882 5.7876
C 1.0576 1.2747 8.7417
N -0.3408 -4.6832 -8.8994
H 1.0316 5.5348 4.3938
H -1.0774 2.6364 2.3655
H -0.3080 -5.3593 -3.6022
H 1.8707 -6.4780 -0.6468
C -1.3387 -5.4367 -9.4111
H -5.6855 -5.8167 -10.5226
C 1.4930 0.6035 1.5125
```

# 3
The following is a quantum chemistry calculation of C52H54N11O7RbS3 as an isolated structure, from OMol25.

As for the charge: -2. As for the total energy: -118687.7928 eV. The calculation puts the molar mass at 1126.7 g/mol. The highest occupied orbital energy is -2.51 eV. The lowest unoccupied orbital energy is 3.178 eV.

The geometry in XYZ format:
```
128
C52H54N11O7RbS3, DFT the ωB97M-V functional and the def2-TZVPD basis
H -0.1202 4.8350 3.5338
C -2.0431 -3.1568 3.4237
H 0.7801 -0.2952 -1.7595
C -5.5944 -4.2410 3.3513
O -10.1994 1.4006 1.0861
H -2.2399 3.1073 -3.4705
O -9.7093 0.6309 -0.8545
C -5.8295 -0.0929 0.2722
H 7.7812 4.5664 -1.8032
C 4.2924 0.0039 -0.0743
N -0.4970 2.6074 1.0608
H -8.4301 1.4322 2.6940
C 1.2892 0.1923 -2.5960
H 0.0698 -2.4443 0.7216
C 6.8247 2.6537 -1.9644
C 7.7858 3.5322 -1.4799
H -3.1384 -3.8208 -2.4424
C -3.2574 -0.1415 -3.6216
H 9.4784 1.4117 0.5450
C -4.8311 -4.2109 5.6342
C 5.8322 0.3754 -2.1522
C -2.6092 1.0187 -3.0661
H -1.6657 4.3093 -1.3934
H 1.5945 -1.9025 0.0341
C -8.0348 0.6854 0.7299
C -0.2174 2.9908 2.3491
H 6.7551 2.3618 3.3545
C -3.2528 -1.4579 -3.0008
C 6.8110 1.2878 3.1455
O -3.3438 0.9490 2.3656
H -3.6769 -2.2319 -3.6659
H -2.2503 -4.7568 -0.2719
H 3.3198 4.9171 -1.2212
C 1.4412 -3.0125 -2.2572
H 1.9373 -1.3863 2.5975
N 1.8411 -1.1397 3.5766
H 6.0731 2.9880 -2.6695
C -3.3384 -3.6058 3.8526
H -0.0835 -1.4117 -4.9376
H -0.7920 -4.2361 -2.4443
C 2.4131 3.7681 -2.7914
S -0.8670 5.1469 1.1880
S 4.1934 -1.5960 0.6834
N 0.7294 0.7864 2.8187
H -3.4228 3.1919 -5.5994
H 1.3559 -3.6162 0.3851
C -0.3397 4.3157 2.6164
O 2.8350 0.4835 -0.2749
C 0.1326 2.0521 4.6602
H 4.5132 2.3334 2.1389
H -0.0735 -4.9009 -0.9805
H 0.4322 -3.5681 -4.1043
C 7.7631 0.8898 -0.6245
N -2.8390 -1.8118 -1.8487
O 6.0222 0.0378 -3.3181
C 2.9762 3.9377 -1.5354
C 2.6606 1.5918 -1.0487
C -0.5792 -4.0068 -1.3965
H -6.3876 -4.3909 2.6307
N -0.9716 -2.8793 3.1204
H 5.4946 -0.4153 2.9395
C -4.0229 -0.0356 2.0317
C 0.2027 1.9592 3.3091
H 7.7071 -0.1270 -0.2554
C -3.0267 -3.2185 -1.5252
C -6.3854 0.7902 2.4421
C -0.8657 3.6193 0.3327
C 1.0526 -2.7580 -3.7102
C 0.8545 -2.7018 0.0203
H -0.3212 2.8268 5.2547
C -1.9067 -3.7949 -0.6673
H 5.1411 1.8159 0.1361
N 0.3299 -2.8715 -1.3281
H 1.9176 -4.0079 -2.1672
H -7.4226 -0.0733 -1.1779
H -0.5157 -1.3737 -3.2214
O -1.9495 0.9919 -1.9802
H -6.8213 -4.7391 5.0394
H -1.4384 2.5860 -1.3553
C 3.0720 2.8682 -0.6564
C 5.4251 0.6583 3.1136
H -5.0219 -4.3510 6.6904
C -7.1201 0.1479 -0.1651
N 1.1752 -0.2503 -3.7804
H 3.4222 3.0283 0.3526
H 4.9167 0.7990 4.0740
H -4.1563 -3.6183 1.8747
H 2.3289 4.6063 -3.4729
C -4.0038 1.1165 -5.5789
H -3.9648 -3.3138 -0.9632
N 4.7896 -0.1095 -1.4481
C -3.3906 2.2576 -5.0472
C 1.1371 0.0159 3.7751
N -1.2113 3.5222 -0.9681
C -2.7293 2.2163 -3.8455
O -3.6637 -1.2352 1.9456
H -1.7744 -3.1469 0.1995
C 8.7395 1.7601 -0.1669
H -5.1006 -0.5318 -0.4009
H 9.5047 3.7668 -0.2155
N -9.4088 0.9223 0.2888
C -5.8386 -4.4289 4.7060
C 1.8842 2.5332 -3.1346
H 1.3476 2.3919 -4.0645
H -2.7853 -3.6119 5.9228
C 1.9959 1.4472 -2.2743
C -7.6882 1.0104 2.0327
H 3.5205 0.8819 2.1160
C -3.5774 -3.7988 5.2098
C 8.7501 3.0844 -0.5889
C 0.3214 -1.4300 -3.9225
H -4.3748 -0.9588 -5.2461
C -5.4532 0.2275 1.5757
C -3.9168 -0.0539 -4.8548
H 7.2972 1.1677 2.1759
S 0.8171 0.6332 5.3758
N 5.0497 0.9614 0.6664
H -4.5155 1.1479 -6.5321
H 4.2882 -0.8243 -1.9580
C 4.5441 1.2424 2.0155
H 7.4492 0.8304 3.9063
H 2.2135 -2.3051 -1.9459
C -4.3474 -3.8256 2.9168
H 1.9721 -2.7621 -4.3056
C 6.8130 1.3334 -1.5362
H -6.0757 1.0621 3.4434
Rb -1.5562 -0.1131 0.5237
H 1.5773 -1.9220 4.1530
```

Which of these has the lowest charge?
C52H54N11O7RbS3

Among the records above, which one has the lowest charge?
C52H54N11O7RbS3